# C44H53N5O10Zr

C44H53N5O10Zr as an isolated structure in a non-equilibrium geometry (wB97M-V/def2-TZVPD, the OMol25 dataset).

```
113
Properties=species:S:1:pos:R:3:forces:R:3:mulliken_charge:R:1
Zr -21.02766 -32.47052 18.37174 3.2 -2.0 3.0 1.490
C -20.86169 -33.32244 22.34695 -0.2 0.4 -0.6 -0.460
C -20.75247 -31.87352 21.77023 -0.6 -1.5 1.7 0.396
C -19.73574 -31.05593 22.52786 0.2 0.5 -0.7 -1.271
O -20.56272 -31.86326 20.36772 -1.8 -1.0 -5.2 -0.714
H -20.01430 -34.00279 22.26337 0.2 0.6 -0.1 -0.700
H -21.71134 -33.80993 21.86151 -0.1 -0.1 0.1 0.377
H -21.09340 -33.19337 23.40424 -0.1 -0.1 0.0 0.514
H -21.75629 -31.52482 22.02990 0.0 0.6 -0.7 0.590
H -20.15481 -30.72040 23.47315 0.0 -0.2 0.1 0.553
H -19.48117 -30.16017 21.95739 0.0 0.1 0.0 0.322
H -18.83945 -31.66152 22.66741 -1.1 1.3 0.0 -0.044
C -19.22879 -36.16638 17.58583 -0.8 -0.5 -0.2 -1.174
C -19.92875 -34.87085 17.85305 -0.6 -0.9 -0.9 1.733
O -20.57349 -34.24681 16.93742 0.1 1.2 0.1 -0.795
O -20.06533 -34.32875 18.99169 -0.5 1.4 1.3 0.381
H -19.00410 -36.81021 18.43446 0.5 0.8 0.4 0.289
H -18.39977 -36.01854 16.89789 0.2 0.1 0.2 0.331
H -19.91974 -36.83790 17.05997 -0.3 0.5 -0.4 0.406
C -22.83610 -42.68970 18.22436 0.2 -0.2 0.5 -0.624
C -22.73407 -43.48023 19.37639 -0.2 0.3 -1.2 -0.482
C -22.32091 -42.91351 20.55618 0.0 -0.1 0.4 -0.771
C -22.03113 -41.54652 20.62887 -0.8 0.5 0.0 0.355
C -22.14266 -40.74707 19.47983 0.2 -0.6 -0.9 0.356
C -22.49996 -41.35207 18.26343 0.0 -0.5 -0.2 -0.627
C -21.82940 -39.30727 19.47800 -0.1 -0.5 1.0 0.245
O -21.86088 -38.63178 18.47062 0.4 0.0 -0.2 -0.650
C -21.47273 -38.70165 20.79916 0.0 -0.4 0.3 0.735
C -21.20740 -37.34462 20.87438 1.4 -0.3 0.4 -0.288
C -20.71038 -36.84230 22.06829 0.9 0.4 0.9 0.981
C -20.50587 -37.61854 23.21602 -1.2 -0.7 -0.8 -1.050
C -20.97711 -38.93428 23.18512 1.5 0.2 -0.5 -1.037
C -21.35096 -39.49807 21.96273 -1.2 1.2 0.3 0.384
C -21.84953 -40.87873 21.96691 0.5 -2.0 -0.8 0.428
O -22.06400 -41.52993 22.96296 0.1 0.6 0.4 -0.576
H -23.15568 -43.11487 17.28280 0.0 -0.1 0.0 0.418
H -22.99292 -44.52543 19.27467 0.1 -0.1 0.4 0.416
H -22.28928 -43.56834 21.41615 0.2 0.4 0.3 0.446
H -22.51069 -40.88049 17.28957 0.0 0.7 0.4 0.445
H -21.01533 -36.77701 19.97250 -0.7 0.1 -0.1 0.043
H -20.28686 -35.84756 22.12961 -0.4 -0.1 -0.3 -0.108
H -20.01517 -37.24258 24.10155 -0.1 0.2 0.0 0.616
H -20.77781 -39.58717 24.02433 -0.5 -0.1 0.1 0.422
C -15.85295 -30.76679 21.62890 1.8 1.1 0.7 -0.503
C -14.48163 -30.43920 21.63101 -1.8 -0.2 -0.5 -1.195
C -13.76485 -30.74803 20.49716 0.1 0.5 0.7 -1.182
C -14.36682 -31.45803 19.45802 1.7 0.5 -0.6 1.134
C -15.63714 -31.99054 19.55296 -0.2 5.2 -0.8 0.450
C -16.40220 -31.59293 20.67176 -0.1 5.1 -3.7 0.235
C -16.16883 -32.83886 18.50364 -0.5 1.7 -4.0 0.273
O -17.32379 -33.27030 18.52130 -1.1 -0.1 0.4 -0.651
C -15.31222 -33.15794 17.33880 1.3 0.0 -0.2 -0.020
C -15.69072 -34.10005 16.38638 -1.2 -0.3 -0.6 0.163
C -14.94410 -34.43041 15.26694 1.1 0.4 0.6 -0.896
C -13.66898 -33.86605 15.15854 -0.3 -0.7 0.7 -0.442
C -13.22508 -32.98662 16.13731 0.1 0.7 -0.5 -1.005
C -14.03565 -32.56732 17.19539 -0.6 -0.7 -0.3 0.403
C -13.59613 -31.53648 18.17684 0.1 -0.6 -0.3 0.445
O -12.68001 -30.80397 17.89828 0.1 0.2 0.4 -0.581
H -16.43048 -30.44493 22.48744 -0.2 -0.1 -0.1 0.493
H -14.07295 -29.81923 22.41532 0.1 -0.1 0.1 0.484
H -12.77048 -30.32010 20.51423 0.2 -0.4 -0.9 0.491
H -17.48491 -31.63559 20.66550 0.3 0.7 -1.6 -0.049
H -16.65159 -34.59955 16.43233 -0.1 0.2 0.5 0.300
H -15.26345 -35.19301 14.57206 -0.2 0.1 0.0 0.411
H -12.95655 -34.23424 14.43311 -0.1 0.3 -0.3 0.411
H -12.23753 -32.57788 15.96824 0.0 0.2 0.5 0.481
C -22.62410 -31.87394 15.45902 -0.1 -1.0 -2.4 0.679
O -21.96578 -31.92381 16.55260 0.5 0.4 2.2 -0.834
N -22.78028 -32.97344 14.69069 0.2 1.8 1.7 -0.248
N -23.07130 -30.73552 14.94299 -0.4 1.0 0.6 -0.382
H -22.37568 -33.84612 14.99820 -0.4 -0.3 -0.3 0.153
H -23.46937 -32.84698 13.97171 0.1 -0.9 -0.5 0.246
H -23.70650 -30.68380 14.16153 0.2 -0.5 -0.2 0.197
H -22.96791 -29.82452 15.36611 0.2 -0.3 0.5 0.243
C -23.50385 -36.64493 16.00675 0.7 -1.9 -1.8 0.564
O -23.30169 -37.62214 15.27058 -0.2 1.0 1.1 -0.657
N -22.87895 -36.54101 17.19910 0.0 -0.8 -1.1 -0.104
N -24.29795 -35.64404 15.54244 -0.5 1.3 0.0 -0.399
H -22.88299 -35.71435 17.75195 0.0 -0.1 0.5 0.043
H -22.35281 -37.42137 17.31973 -0.1 1.0 1.1 0.277
H -24.70366 -34.98672 16.19138 -0.2 -0.2 0.0 0.202
H -24.90308 -35.95671 14.79754 0.0 0.1 0.0 0.262
C -14.04130 -36.18075 21.35674 -0.6 -0.7 0.3 -1.780
C -15.48570 -35.97785 20.86972 0.7 -1.2 -0.1 1.279
C -16.36391 -37.06193 21.52146 0.9 -1.3 0.5 -1.433
C -16.82039 -36.76909 22.93324 -1.3 1.4 -0.4 -0.895
C -17.55698 -35.39031 22.91760 1.8 -0.4 -0.6 -1.253
C -16.60825 -34.22949 22.45331 -0.7 -1.0 0.0 2.169
N -16.02785 -34.67773 21.16437 -1.5 0.2 -0.2 1.056
O -15.36903 -33.61486 20.47529 1.0 -5.5 2.9 -0.154
C -17.50945 -33.02280 22.18820 0.4 -2.1 0.8 -1.820
C -15.55549 -33.90525 23.52832 -0.7 -1.3 0.6 -1.786
C -15.53241 -36.30935 19.35274 -0.4 1.0 -0.1 -1.893
H -13.81128 -37.21292 21.08642 0.6 0.2 -0.4 0.551
H -13.99362 -36.22086 22.44711 0.1 0.5 0.0 0.457
H -13.35982 -35.44957 20.93100 0.2 -0.1 0.1 0.222
H -17.12999 -37.48375 20.86608 -0.5 0.7 0.0 0.319
H -15.71611 -37.93938 21.63816 0.1 0.0 -0.3 0.487
H -15.97156 -36.77841 23.61549 -0.1 0.0 0.2 0.437
H -17.57310 -37.49411 23.24256 0.3 -0.3 0.2 0.572
H -17.96421 -35.15704 23.89991 -0.3 0.2 -0.1 0.630
H -18.28131 -35.45160 22.10630 -0.5 -0.1 0.3 -0.529
H -18.28858 -33.15219 21.42798 0.1 -0.7 0.2 -0.516
H -17.96493 -32.55593 23.05981 1.1 -1.1 0.5 1.125
H -16.87160 -32.28526 21.68806 -0.9 -2.5 3.2 0.079
H -15.68757 -32.90014 23.91607 0.7 0.2 -0.1 0.372
H -15.74404 -34.59074 24.36364 -0.2 0.3 0.2 0.456
H -14.56968 -34.26732 23.24695 0.3 1.0 -0.3 0.342
H -14.90964 -35.68602 18.70620 0.2 0.2 0.3 0.362
H -16.56757 -36.13846 19.03912 0.0 -0.2 -0.2 0.277
H -15.23779 -37.32906 19.10994 -0.1 -0.1 0.4 0.545
H -16.00481 -33.50950 19.75438 0.2 -2.4 2.0 0.125
```
Positions in Å, forces in eV/Å.

Its net charge is +2. Its lowest unoccupied orbital energy is -0.35087 hartree. Its gap between HOMO and LUMO is 2.5 eV. For the calculated total energy, the calculation gives -75673.2347 eV.